Entry from OMol25: a cluster of 3 separate species, C6H14O in total in a non-equilibrium geometry (the ωB97M-V functional and the def2-TZVPD basis).

Structure (XYZ):
```
21
Properties=species:S:1:pos:R:3:lowdin_charge:R:1
C -1.857 1.998 -0.957 -0.127
O -0.768 1.207 -0.891 -0.183
C -0.584 0.542 0.241 -0.207
C 0.566 -0.463 0.199 -0.587
C 0.363 -1.406 1.388 -0.067
C 0.520 -1.249 -1.116 -0.054
C 1.955 0.212 0.326 -0.049
H -2.751 0.873 -0.297 0.098
H -1.923 2.419 -1.968 0.081
H -1.944 2.736 -0.153 0.074
H -2.299 0.161 0.269 0.128
H -0.692 1.131 1.158 0.125
H 0.366 -0.851 2.334 0.085
H 1.164 -2.152 1.433 0.086
H -0.596 -1.925 1.298 0.084
H 0.698 -0.597 -1.977 0.084
H -0.461 -1.719 -1.244 0.090
H 1.286 -2.034 -1.119 0.087
H 2.155 0.896 -0.507 0.084
H 2.747 -0.554 0.321 0.086
H 2.055 0.774 1.262 0.083
```

The lowest unoccupied orbital energy is 0.029 Ha. Its energy relative to the best compared isomer or geometry (same formula, charge and spin) is 408.5 kJ/mol. The total energy comes out at -8492.6589 eV. The value obtained for the orbital gap is 9.3 eV.


Entry from OMol25: a cluster of 2 separate species, C6H14O in total in a non-equilibrium geometry (the ωB97M-V functional and the def2-TZVPD basis).

Structure (XYZ):
```
21
Properties=species:S:1:pos:R:3:lowdin_charge:R:1
C 0.763 -0.959 0.384 -0.185
C 1.330 0.087 -0.706 -0.198
C 0.412 -0.043 -1.925 -0.225
C -0.907 -0.741 -1.360 -0.204
C -0.308 -1.794 -0.400 -0.222
H 1.556 -1.470 1.161 0.145
H 0.058 -0.340 1.090 0.070
H 2.395 -0.067 -1.021 0.114
H 0.998 1.023 -0.275 0.046
H 0.952 -0.800 -2.649 0.125
H 0.266 0.874 -2.558 0.102
H -1.596 -0.907 -2.302 0.134
H -1.431 -0.052 -0.720 0.074
H 0.215 -2.621 -0.924 0.104
H -1.137 -2.130 0.185 0.083
C -0.937 1.693 2.294 -0.141
O -0.090 1.190 1.256 -0.262
H -1.415 0.885 2.893 0.085
H -0.400 2.496 2.943 0.106
H -1.873 2.165 1.867 0.084
H 0.007 1.960 0.542 0.163
```

Its SMILES is C1CCCC1.CO. The lowest unoccupied orbital energy is 0.023 Ha. Its energy relative to the best compared isomer or geometry (same formula, charge and spin) is 360.7 kJ/mol. The total energy comes out at -8493.1542 eV. The value obtained for the orbital gap is 9.9 eV.


Entry from OMol25: a cluster of 2 separate species, C6H14O in total in a non-equilibrium geometry (the ωB97M-V functional and the def2-TZVPD basis).

Structure (XYZ):
```
21
Properties=species:S:1:pos:R:3:lowdin_charge:R:1
C 2.737 -0.191 -0.157 -0.023
C 1.494 -0.848 -0.232 -0.261
C 0.717 -0.870 -1.505 -0.215
C -0.813 -0.892 -1.087 -0.210
C -1.190 0.357 -0.226 -0.287
C -2.559 0.376 0.362 -0.137
H 3.289 -0.255 -1.238 0.096
H 3.129 0.548 0.645 0.062
H 1.121 -1.477 0.528 0.083
H 0.853 -1.971 -1.902 0.141
H 1.056 0.135 -2.109 0.161
H -0.937 -1.720 -0.478 0.073
H -1.469 -1.043 -1.882 0.085
H -0.481 0.353 0.682 0.101
H -0.923 1.263 -0.809 0.115
H -2.842 0.758 1.368 0.081
H -3.325 0.577 -0.427 0.087
H -2.705 -0.673 0.643 0.065
O 1.003 2.230 2.858 -0.109
H 1.588 1.784 2.170 0.039
H 0.255 1.558 2.799 0.052
```

Its SMILES is C=CCCCC.O. The lowest unoccupied orbital energy is 0.029 Ha. Its energy relative to the best compared isomer or geometry (same formula, charge and spin) is 381.9 kJ/mol. The total energy comes out at -8492.9345 eV. The value obtained for the orbital gap is 9.5 eV.


Entry from OMol25: an isolated molecule of C6H14O (the ωB97M-V functional and the def2-TZVPD basis).

Structure (XYZ):
```
21
Properties=species:S:1:pos:R:3:lowdin_charge:R:1
C 3.304 0.447 0.521 -0.127
C 1.925 0.684 1.131 -0.276
C 0.892 -0.299 0.575 -0.232
C -0.568 0.155 0.675 -0.179
C -1.420 -0.510 -0.395 -0.269
O -2.636 0.180 -0.535 -0.188
C -3.372 -0.289 -1.633 -0.128
H 4.055 1.110 0.958 0.067
H 3.275 0.634 -0.559 0.072
H 3.635 -0.589 0.666 0.073
H 1.980 0.600 2.223 0.107
H 1.614 1.715 0.913 0.105
H 1.128 -0.467 -0.486 0.105
H 1.018 -1.273 1.066 0.118
H -0.637 1.239 0.521 0.116
H -0.982 -0.050 1.670 0.120
H -0.876 -0.492 -1.356 0.118
H -1.602 -1.573 -0.155 0.131
H -2.782 -0.236 -2.563 0.087
H -4.254 0.347 -1.741 0.088
H -3.696 -1.333 -1.496 0.089
```

Its SMILES is CCCCCOC. The lowest unoccupied orbital energy is 0.042 Ha. Its energy relative to the best compared isomer or geometry (same formula, charge and spin) is 80.2 kJ/mol. The total energy comes out at -8496.0612 eV. The value obtained for the orbital gap is 11.0 eV.


Entry from OMol25: an isolated molecule of C6H14O (the ωB97M-V functional and the def2-TZVPD basis).

Structure (XYZ):
```
21
Properties=species:S:1:pos:R:3:lowdin_charge:R:1
C -3.389 0.060 -0.487 -0.124
C -2.233 -0.005 0.508 -0.280
C -0.952 -0.494 -0.163 -0.235
C 0.302 -0.405 0.716 -0.181
C 1.504 -0.011 -0.121 -0.277
O 2.656 0.060 0.681 -0.186
C 3.763 0.514 -0.051 -0.128
H -3.560 -0.915 -0.955 0.072
H -3.169 0.771 -1.291 0.072
H -4.321 0.375 -0.013 0.066
H -2.058 0.990 0.938 0.108
H -2.488 -0.663 1.350 0.111
H -1.098 -1.526 -0.510 0.117
H -0.798 0.107 -1.073 0.110
H 0.505 -1.356 1.222 0.119
H 0.169 0.347 1.504 0.116
H 1.653 -0.734 -0.943 0.131
H 1.312 0.971 -0.591 0.126
H 3.999 -0.160 -0.890 0.089
H 4.618 0.550 0.629 0.088
H 3.588 1.523 -0.461 0.088
```

Its SMILES is CCCCCOC. The lowest unoccupied orbital energy is 0.042 Ha. Its energy relative to the best compared isomer or geometry (same formula, charge and spin) is 75.8 kJ/mol. The total energy comes out at -8496.1065 eV. The value obtained for the orbital gap is 11.0 eV.


Entry from OMol25: an isolated molecule of C6H14O in a non-equilibrium geometry (the ωB97M-V functional and the def2-TZVPD basis).

Structure (XYZ):
```
21
Properties=species:S:1:pos:R:3:lowdin_charge:R:1
C -2.998 0.616 0.002 -0.122
C -1.771 -0.171 0.455 -0.287
C -0.760 -0.430 -0.662 -0.225
C 0.464 -1.158 -0.095 -0.187
C 1.857 -0.861 -0.625 -0.174
O 2.524 -0.245 0.555 -0.249
C 2.556 1.170 0.612 -0.123
H -3.691 0.794 0.831 0.068
H -3.541 0.080 -0.785 0.071
H -2.713 1.594 -0.403 0.071
H -1.257 0.367 1.262 0.106
H -2.074 -1.137 0.881 0.111
H -1.261 -0.980 -1.474 0.113
H -0.460 0.535 -1.096 0.107
H 0.270 -2.227 0.074 0.119
H 0.801 -0.714 0.872 0.115
H 2.445 -1.757 -0.849 0.115
H 1.878 -0.165 -1.472 0.117
H 3.472 1.518 0.125 0.081
H 2.575 1.526 1.656 0.089
H 1.683 1.643 0.136 0.083
```

Its SMILES is CCCCCOC. The lowest unoccupied orbital energy is 0.041 Ha. Its energy relative to the best compared isomer or geometry (same formula, charge and spin) is 159.6 kJ/mol. The total energy comes out at -8495.2387 eV. The value obtained for the orbital gap is 10.7 eV.


Entry from OMol25: a cluster of 2 separate species, C6H14O in total in a non-equilibrium geometry (the ωB97M-V functional and the def2-TZVPD basis).

Structure (XYZ):
```
21
Properties=species:S:1:pos:R:3:lowdin_charge:R:1
C -1.070 -0.597 -1.326 0.045
C 0.096 -0.024 -1.050 -0.370
C 0.551 1.298 -1.584 -0.037
O 1.367 -0.812 -0.718 -0.180
C 1.278 -2.210 -0.691 -0.132
H -1.347 -1.583 -0.995 0.062
H -1.801 -0.059 -1.905 0.068
H -0.294 1.935 -1.832 0.084
H 1.147 1.144 -2.483 0.087
H 1.198 1.785 -0.857 0.084
H 0.723 -2.607 -1.552 0.085
H 2.296 -2.603 -0.722 0.090
H 0.766 -2.551 0.218 0.088
C -0.295 0.205 1.841 -0.175
C -0.976 1.548 2.022 -0.160
H 0.525 0.082 2.549 0.066
H -0.997 -0.617 1.968 0.069
H 0.291 0.006 0.873 0.045
H -1.853 1.630 1.383 0.060
H -0.293 2.368 1.808 0.061
H -1.311 1.663 3.053 0.061
```

Its SMILES is C=C(C)OC.CC. The lowest unoccupied orbital energy is 0.037 Ha. Its energy relative to the best compared isomer or geometry (same formula, charge and spin) is 228.5 kJ/mol. The total energy comes out at -8494.5243 eV. The value obtained for the orbital gap is 10.2 eV.


Entry from OMol25: a cluster of 2 separate species, C6H14O in total in a non-equilibrium geometry (the ωB97M-V functional and the def2-TZVPD basis).

Structure (XYZ):
```
21
Properties=species:S:1:pos:R:3:lowdin_charge:R:1
C -0.666 -2.084 -0.765 0.050
C -0.850 -0.908 -0.119 -0.420
C -0.126 -0.684 1.131 -0.124
C -2.114 -0.089 0.000 -0.161
C -1.649 1.478 -0.031 -0.269
C -0.623 1.729 -1.107 -0.135
H 0.158 -2.699 -0.359 0.065
H -1.322 -2.527 -1.546 0.070
H 0.204 0.346 1.367 0.072
H -0.589 -1.175 2.028 0.107
H 0.941 -1.110 1.108 0.101
H -2.702 -0.397 0.838 0.099
H -2.841 -0.192 -0.781 0.092
H -1.281 1.803 0.999 0.111
H -2.576 2.049 -0.239 0.095
H 0.333 1.388 -0.776 0.052
H -0.732 2.869 -1.154 0.096
H -0.871 1.267 -2.109 0.098
O 5.415 -0.266 0.716 -0.025
H 5.636 -0.362 -0.222 0.046
H 6.254 -0.434 1.020 -0.021
```

Its SMILES is C=C(C)CCC.O. The lowest unoccupied orbital energy is 0.034 Ha. Its energy relative to the best compared isomer or geometry (same formula, charge and spin) is 226.0 kJ/mol. The total energy comes out at -8494.5504 eV. The value obtained for the orbital gap is 10.0 eV.